1) A single C4H4F2N2 molecule, computed with wB97M-V/def2-TZVPD.

```
12
C4H4F2N2 (wB97M-V/def2-TZVPD)
H 1.2286 1.6977 -0.0908
N 1.9803 0.9540 -0.3503
C 1.5581 -0.2294 -0.5747
C 0.2310 -0.6332 -1.0465
C -0.9629 -0.4636 -0.5118
C -1.1755 -0.0661 0.8840
F -1.9596 -0.9569 1.5284
N -0.7015 0.9593 1.3439
F -0.7761 1.3085 2.6309
H 2.2948 -0.9701 -0.7221
H 0.2039 -0.8246 -2.1727
H -1.9212 -0.7756 -0.9184
```

* HOMO: -9.99 eV
* SMILES: [H]\N=C/C=C\C(F)=N\F
* LUMO energy: 0.222 eV
* Kohn-Sham gap: 10.21 eV

2) A molecular structure, C4H4F2N2, computed with wB97M-V/def2-TZVPD.

```
12
C4H4F2N2 (wB97M-V/def2-TZVPD)
C -0.2244 -0.2760 -2.0555
C -1.3834 0.2663 -1.4655
C 0.2184 -0.1191 -0.0631
C 1.2887 -0.1329 1.9994
N 0.7682 -0.4496 -1.1730
N -1.0231 0.3521 -0.1354
F 1.3093 -1.4169 2.4630
F 0.5609 0.5970 2.8227
H 0.1077 -0.2082 -3.0940
H -2.4216 0.4384 -1.5976
H 2.1654 0.2139 1.5953
H -1.3662 0.7350 0.7036
```

* HOMO: -8.76 eV
* LUMO energy: 0.592 eV
* Kohn-Sham gap: 9.35 eV

Of all the structures shown, which is most stable? 2), and 1) is the least stable.